Record 1
{
  "formula": "C10H14BCdFN6",
  "method": "ωB97M-V/def2-TZVPD",
  "e_lumo_ev": -2.58,
  "gap_ev": 6.034,
  "total_charge": 0,
  "homo_ev": -8.62,
  "symbols": ["H", "N", "B", "N", "C", "Cd", "H", "C", "H", "C", "H", "C", "H", "H", "H", "N", "N", "N", "N", "C", "C", "H", "H", "C", "C", "C", "C", "H", "H", "H", "H", "H", "F"],
  "xyz": [[1.010, 3.237, 0.155], [0.475, 1.687, -1.260], [0.138, 0.365, -3.399], [0.504, 1.682, -2.645], [0.883, 2.901, -3.109], [0.844, 0.147, 0.536], [0.966, 3.135, -4.194], [1.119, 3.757, -2.013], [1.422, 4.786, -1.952], [0.864, 2.930, -0.868], [0.273, 0.511, -4.563], [-0.672, -1.678, 1.229], [-0.740, -1.705, 2.313], [-0.115, -2.659, 0.978], [-1.640, -1.845, 0.816], [-1.342, -0.022, -3.060], [1.132, -0.738, -2.879], [-1.594, -0.132, -1.692], [1.250, -0.965, -1.542], [-2.489, -0.259, -3.751], [1.983, -1.550, -3.492], [-2.507, -0.193, -4.879], [2.061, -1.538, -4.578], [-3.505, -0.569, -2.844], [2.629, -2.320, -2.573], [-2.846, -0.494, -1.547], [2.160, -1.941, -1.342], [-4.571, -0.828, -2.956], [3.369, -3.094, -2.669], [-3.303, -0.695, -0.600], [2.444, -2.275, -0.335], [-1.172, -0.021, 1.585], [2.477, 0.538, 1.865]],
  "nbo_charge": [0.21, -0.41, 0.57, -0.33, 0.00, 1.69, 0.23, -0.36, 0.23, -0.05, -0.04, -0.89, 0.21, 0.31, 0.23, -0.36, -0.31, -0.31, -0.41, -0.01, 0.00, 0.22, 0.22, -0.38, -0.36, -0.06, -0.06, 0.23, 0.23, 0.19, 0.21, 0.20, -0.87]
}

Record 2
{
  "formula": "C40H72N5O3PPb",
  "method": "ωB97M-V/def2-TZVPD",
  "e_lumo_ev": [-7.04, -7.03],
  "gap_ev": [6.229, 6.279],
  "total_charge": 2,
  "homo_ev": [-13.27, -13.30],
  "symbols": ["Pb", "C", "N", "C", "C", "C", "N", "C", "C", "C", "C", "C", "C", "C", "O", "C", "C", "C", "C", "C", "C", "C", "C", "C", "C", "C", "C", "C", "C", "C", "O", "C", "C", "C", "C", "C", "C", "C", "C", "H", "H", "H", "H", "H", "H", "H", "H", "H", "H", "H", "H", "H", "H", "H", "H", "H", "H", "H", "H", "H", "H", "H", "H", "H", "H", "H", "H", "H", "H", "H", "H", "H", "H", "H", "H", "H", "H", "H", "H", "H", "H", "H", "H", "H", "H", "H", "H", "H", "H", "H", "H", "H", "H", "C", "N", "C", "P", "O", "N", "C", "C", "N", "C", "C", "H", "H", "H", "H", "H", "H", "H", "H", "H", "H", "H", "H", "H", "H", "H", "H", "H", "H"],
  "xyz": [[0.428, 0.270, -0.555], [0.869, -0.848, 2.455], [0.243, -1.423, 1.246], [0.981, -2.639, 0.851], [-1.162, -1.787, 1.512], [-2.071, -0.577, 1.637], [-2.084, 0.220, 0.400], [-2.953, -0.461, -0.591], [-2.807, 0.008, -2.012], [-3.751, 0.789, -2.612], [-3.659, 1.122, -3.982], [-2.572, 0.604, -4.726], [-1.588, -0.188, -4.199], [-1.679, -0.499, -2.780], [-0.794, -1.173, -2.172], [-0.425, -0.708, -5.035], [-0.564, -0.305, -6.505], [0.884, -0.093, -4.505], [-0.351, -2.241, -4.971], [-4.688, 1.987, -4.680], [-5.349, 1.153, -5.793], [-5.775, 2.488, -3.730], [-3.976, 3.203, -5.301], [-2.606, 1.588, 0.627], [-1.995, 2.320, 1.790], [-2.745, 2.696, 2.857], [-2.186, 3.423, 3.944], [-0.823, 3.765, 3.890], [0.001, 3.436, 2.839], [-0.587, 2.672, 1.746], [0.091, 2.315, 0.744], [1.461, 3.871, 2.779], [2.387, 2.644, 2.695], [1.672, 4.777, 1.552], [1.860, 4.666, 4.022], [-3.076, 3.800, 5.111], [-4.237, 4.664, 4.586], [-2.332, 4.583, 6.191], [-3.639, 2.508, 5.733], [0.809, -1.562, 3.283], [0.367, 0.074, 2.749], [1.910, -0.619, 2.242], [0.909, -3.397, 1.637], [2.025, -2.388, 0.687], [0.557, -3.042, -0.070], [-1.219, -2.365, 2.442], [-1.488, -2.446, 0.708], [-1.732, 0.055, 2.456], [-3.082, -0.915, 1.898], [-4.000, -0.350, -0.280], [-2.720, -1.524, -0.578], [-4.591, 1.143, -2.030], [-2.526, 0.854, -5.775], [-0.555, 0.778, -6.643], [-1.474, -0.709, -6.951], [0.280, -0.713, -7.061], [0.833, 0.999, -4.511], [1.713, -0.396, -5.147], [1.106, -0.431, -3.493], [-1.268, -2.686, -5.362], [-0.195, -2.602, -3.958], [0.476, -2.581, -5.595], [-5.853, 0.277, -5.383], [-4.626, 0.816, -6.537], [-6.093, 1.765, -6.304], [-6.347, 1.667, -3.295], [-6.473, 3.112, -4.287], [-5.361, 3.099, -2.924], [-3.225, 2.911, -6.034], [-3.492, 3.811, -4.535], [-4.713, 3.824, -5.811], [-3.690, 1.536, 0.793], [-2.442, 2.161, -0.289], [-3.797, 2.437, 2.880], [-0.412, 4.324, 4.714], [2.212, 2.051, 1.799], [2.260, 2.003, 3.571], [3.424, 2.985, 2.680], [1.453, 4.260, 0.621], [2.710, 5.113, 1.531], [1.037, 5.662, 1.612], [1.766, 4.078, 4.937], [1.274, 5.580, 4.131], [2.905, 4.960, 3.928], [-3.868, 5.583, 4.128], [-4.885, 4.937, 5.419], [-4.846, 4.135, 3.852], [-1.932, 5.524, 5.811], [-1.517, 4.003, 6.628], [-3.028, 4.824, 6.995], [-4.235, 1.934, 5.022], [-4.285, 2.768, 6.572], [-2.837, 1.871, 6.108], [5.459, 0.205, 1.447], [5.115, 0.787, 0.153], [6.079, 1.757, -0.353], [3.938, 0.123, -0.763], [2.734, -0.200, 0.099], [3.493, 1.216, -1.921], [2.990, 2.519, -1.493], [4.021, 1.216, -3.282], [4.482, -1.223, -1.512], [3.553, -2.152, -2.144], [5.888, -1.518, -1.756], [5.571, 0.997, 2.189], [6.399, -0.352, 1.395], [4.670, -0.468, 1.775], [6.158, 2.598, 0.339], [5.768, 2.140, -1.322], [7.073, 1.315, -0.461], [2.733, 2.508, -0.432], [2.102, 2.793, -2.070], [3.742, 3.299, -1.644], [4.424, 0.239, -3.536], [4.810, 1.965, -3.402], [3.221, 1.453, -3.985], [2.522, -1.855, -1.956], [3.695, -3.161, -1.751], [3.705, -2.181, -3.227], [6.523, -0.800, -1.247], [6.115, -1.487, -2.826], [6.133, -2.514, -1.384]],
  "lowdin_charge": [1.61, -0.06, -0.35, -0.07, -0.17, -0.15, -0.20, -0.12, -0.11, 0.05, -0.09, 0.05, -0.05, -0.31, -0.16, -0.53, -0.05, -0.05, -0.02, -0.55, -0.02, -0.06, -0.03, -0.11, -0.12, 0.04, -0.09, 0.06, -0.04, -0.27, -0.16, -0.52, -0.03, -0.02, -0.05, -0.55, -0.03, -0.05, -0.03, 0.11, 0.08, 0.07, 0.11, 0.07, 0.10, 0.14, 0.12, 0.11, 0.15, 0.14, 0.12, 0.12, 0.10, 0.09, 0.10, 0.10, 0.09, 0.10, 0.04, 0.10, 0.07, 0.09, 0.10, 0.08, 0.10, 0.09, 0.10, 0.09, 0.08, 0.09, 0.10, 0.14, 0.14, 0.13, 0.09, 0.05, 0.10, 0.09, 0.06, 0.10, 0.10, 0.10, 0.10, 0.10, 0.10, 0.10, 0.08, 0.10, 0.09, 0.10, 0.08, 0.10, 0.09, -0.08, -0.30, -0.08, 0.51, -0.47, -0.30, -0.12, -0.08, -0.30, -0.08, -0.07, 0.09, 0.09, 0.07, 0.10, 0.07, 0.09, 0.05, 0.09, 0.10, 0.08, 0.09, 0.08, 0.05, 0.10, 0.09, 0.07, 0.09, 0.10]
}

Record 3
{
  "formula": "C26H54N2O14S2",
  "method": "ωB97M-V/def2-TZVPD",
  "e_lumo_ev": [-2.81, -8.67],
  "spin_multiplicity": 2,
  "gap_ev": [7.840, 1.983],
  "total_charge": 1,
  "homo_ev": [-10.65, -10.65],
  "symbols": ["C", "C", "O", "N", "C", "H", "H", "H", "H", "H", "H", "H", "C", "C", "O", "N", "C", "H", "H", "H", "H", "H", "H", "H", "C", "C", "O", "S", "O", "O", "O", "H", "H", "H", "H", "C", "C", "O", "S", "O", "O", "O", "H", "H", "H", "H", "C", "C", "C", "O", "C", "H", "H", "H", "H", "H", "H", "H", "H", "C", "C", "C", "O", "C", "H", "H", "H", "H", "H", "H", "H", "H", "C", "C", "C", "O", "C", "H", "H", "H", "H", "H", "H", "H", "H", "C", "C", "C", "O", "C", "H", "H", "H", "H", "H", "H", "H", "H"],
  "xyz": [[-0.851, 3.709, -5.390], [-1.963, 2.974, -4.745], [-3.137, 3.464, -4.637], [-1.667, 1.777, -4.165], [-2.723, 1.026, -3.360], [-0.068, 3.121, -5.868], [-0.325, 4.435, -4.770], [-1.324, 4.111, -6.287], [-0.741, 1.480, -3.892], [-3.792, 1.230, -3.300], [-2.554, 1.306, -2.320], [-2.647, -0.056, -3.464], [4.077, 3.344, -0.075], [3.946, 3.397, 1.432], [3.220, 2.619, 2.054], [4.802, 4.273, 2.039], [4.956, 4.235, 3.494], [3.374, 4.019, -0.564], [3.788, 2.411, -0.558], [5.103, 3.480, -0.416], [5.526, 4.637, 1.436], [5.669, 5.027, 3.721], [5.412, 3.313, 3.853], [3.940, 4.487, 3.798], [-5.747, -4.676, 2.604], [-4.277, -5.108, 2.852], [-3.483, -4.668, 1.763], [-4.193, -3.460, 0.913], [-4.505, -3.900, -0.448], [-3.463, -2.207, 1.037], [-5.487, -3.492, 1.900], [-6.315, -4.626, 3.533], [-6.078, -5.296, 1.770], [-4.154, -6.191, 2.877], [-3.886, -4.655, 3.763], [-0.442, -1.312, 4.223], [-0.344, -0.216, 5.365], [-1.425, -0.624, 6.285], [-2.379, -1.882, 5.861], [-3.784, -1.556, 5.824], [-1.859, -3.073, 6.535], [-1.836, -1.768, 4.281], [0.082, -2.187, 4.607], [-0.074, -0.927, 3.272], [-0.554, 0.773, 4.959], [0.557, -0.288, 5.974], [0.793, 0.807, -1.120], [-0.337, 0.180, -0.239], [-0.141, -1.329, -0.490], [1.245, -1.513, -0.618], [1.859, -0.310, -0.988], [1.065, 1.823, -0.833], [0.242, 0.824, -2.061], [-1.341, 0.568, -0.414], [-0.266, 0.507, 0.798], [-0.667, -1.463, -1.435], [-0.691, -2.004, 0.167], [2.312, -0.434, -1.972], [2.586, 0.102, -0.289], [-1.281, 3.235, 3.208], [0.221, 3.049, 2.846], [0.302, 3.896, 1.535], [-0.770, 4.746, 1.559], [-1.604, 4.647, 2.640], [-1.469, 3.142, 4.278], [-1.835, 2.491, 2.636], [0.435, 2.009, 2.601], [0.943, 3.396, 3.585], [0.384, 3.137, 0.757], [1.326, 4.267, 1.501], [-2.613, 4.913, 2.325], [-1.121, 5.472, 3.164], [-1.541, -5.974, -0.863], [-0.522, -4.859, -0.663], [0.755, -5.369, -1.192], [0.548, -6.771, -1.210], [-0.769, -7.144, -1.576], [-2.500, -5.749, -1.328], [-1.792, -6.431, 0.095], [-0.409, -4.694, 0.409], [-0.711, -3.937, -1.212], [1.568, -5.013, -0.559], [0.961, -5.105, -2.229], [-1.023, -8.130, -1.189], [-0.745, -7.044, -2.661], [3.839, 1.183, -3.762], [3.249, 0.589, -5.002], [1.866, 1.256, -5.287], [1.615, 1.742, -4.016], [2.832, 2.219, -3.380], [4.852, 1.516, -3.989], [4.014, 0.570, -2.878], [3.087, -0.487, -4.935], [4.085, 0.652, -5.698], [1.146, 0.498, -5.593], [1.845, 2.156, -5.902], [2.820, 2.550, -2.342], [2.975, 3.141, -3.944]],
  "lowdin_spin": [0.00, 0.00, 0.00, 0.00, 0.00, 0.00, 0.00, 0.00, 0.00, 0.00, 0.00, 0.00, 0.00, 0.00, 0.01, 0.00, 0.00, 0.00, 0.00, 0.00, 0.00, 0.00, 0.00, 0.00, 0.00, 0.00, 0.00, 0.00, 0.00, 0.00, 0.00, 0.00, 0.00, 0.00, 0.00, 0.00, 0.00, 0.00, 0.00, 0.00, 0.00, 0.00, 0.00, 0.00, 0.00, 0.00, 0.00, 0.00, 0.00, 0.00, 0.00, 0.00, 0.00, 0.00, 0.00, 0.00, 0.00, 0.00, 0.00, 0.01, 0.01, 0.11, 0.55, 0.10, 0.00, 0.00, 0.00, 0.01, 0.06, 0.04, 0.02, 0.06, 0.00, 0.00, 0.00, 0.00, 0.00, 0.00, 0.00, 0.00, 0.00, 0.00, 0.00, 0.00, 0.00, 0.00, 0.00, 0.00, 0.00, 0.00, 0.00, 0.00, 0.00, 0.00, 0.00, 0.00, 0.00, 0.00]
}

Record 4
{
  "formula": "C2H3N2O2",
  "method": "ωB97M-V/def2-TZVPD",
  "e_lumo_ev": 4.45,
  "gap_ev": 6.608,
  "total_charge": -1,
  "homo_ev": -2.15,
  "symbols": ["O", "N", "C", "C", "N", "O", "H", "H", "H"],
  "xyz": [[0.569, -1.717, 1.046], [0.994, -0.798, 0.307], [0.266, 0.548, 0.405], [-0.854, 0.448, -0.453], [-0.903, -0.447, -1.348], [0.401, -1.155, -1.247], [1.034, 1.269, 0.124], [0.115, 0.685, 1.411], [-1.622, 1.166, -0.243]],
  "nbo_charge": [-0.63, 0.11, -0.38, -0.03, -0.13, -0.47, 0.19, 0.20, 0.16]
}

Record 5
{
  "formula": "H16O8",
  "method": "ωB97M-V/def2-TZVPD",
  "e_lumo_ev": 0.11,
  "gap_ev": 11.010,
  "total_charge": 0,
  "homo_ev": -10.90,
  "symbols": ["O", "H", "H", "O", "H", "H", "O", "H", "H", "O", "H", "H", "O", "H", "H", "O", "H", "H", "O", "H", "H", "O", "H", "H"],
  "xyz": [[5.589, 28.112, 6.349], [6.118, 28.902, 6.295], [5.790, 27.696, 7.220], [1.577, 31.800, 4.724], [2.199, 31.366, 5.275], [1.696, 31.587, 3.753], [2.734, 31.056, 8.537], [1.853, 30.905, 8.228], [2.584, 31.182, 9.473], [5.390, 30.221, 8.471], [5.846, 30.718, 7.770], [4.497, 30.554, 8.436], [3.615, 30.051, 6.224], [4.468, 29.607, 6.365], [3.211, 29.928, 7.089], [5.190, 30.280, 3.898], [4.978, 30.030, 3.020], [4.391, 30.089, 4.379], [2.891, 27.466, 7.956], [1.984, 27.385, 7.785], [3.378, 27.440, 7.134], [5.363, 27.182, 3.679], [5.391, 27.560, 4.560], [5.705, 27.898, 3.092]],
  "nbo_charge": [-0.97, 0.49, 0.51, -0.97, 0.49, 0.48, -0.95, 0.49, 0.49, -0.96, 0.46, 0.49, -1.01, 0.49, 0.49, -0.95, 0.46, 0.49, -0.95, 0.47, 0.48, -0.96, 0.49, 0.46]
}

- Number 4 is which compound?
  C2H3N2O2